7
Properties=species:S:1:pos:R:3 method="wB97M-V/def2-TZVPD" total_energy_ev=-6882.66348 homo_energy_ev="-5.674 / -13.016" multiplicity=3 total_charge=0 e_above_lowest_ev=0.240 orbital_gap_ev="6.5 / 10.7" lumo_energy_ev="0.79 / -2.36" s2=2.009
C 0.6020 0.1980 0.2757
C 1.7091 -0.1551 -0.3703
O -0.4333 0.4028 0.7776
F -3.2162 -0.1673 -0.3104
H 2.1694 -0.9561 0.1493
H -3.1393 0.2211 0.4781
H 2.3083 0.4566 -0.9999